Entry 1:
{"formula": "C3H7NOS", "method": "the ωB97M-V functional and the def2-TZVPD basis", "homo_lumo_gap_ev": 9.03, "relative_energy_kj_mol": 82.2, "charge": 0, "e_lumo_ev": 0.657, "species": ["C", "C", "O", "C", "N", "S", "H", "H", "H", "H", "H", "H", "H"], "coordinates": [[-1.79, -1.02, 0.04], [-0.91, 0.05, -0.52], [-0.61, -0.17, -1.89], [0.43, 0.07, 0.20], [1.37, -0.72, -0.44], [0.89, 1.09, 1.45], [-2.17, -0.70, 1.06], [-1.26, -1.98, 0.19], [-2.67, -1.12, -0.63], [-1.28, 1.02, -0.35], [-1.37, -0.65, -2.25], [2.22, -0.96, -0.02], [1.20, -1.12, -1.37]]}

---

Entry 2:
{"formula": "C3H7NOS", "method": "the ωB97M-V functional and the def2-TZVPD basis", "homo_lumo_gap_ev": 9.38, "relative_energy_kj_mol": 259.7, "charge": 0, "e_lumo_ev": 0.908, "species": ["C", "O", "N", "C", "S", "C", "H", "H", "H", "H", "H", "H", "H"], "coordinates": [[2.49, 0.11, 0.00], [1.53, -0.93, 0.00], [0.25, -0.36, 0.00], [-0.64, -1.28, 0.00], [-2.34, -0.90, 0.00], [-2.28, 0.90, 0.00], [2.41, 0.72, 0.89], [3.45, -0.41, -0.01], [2.41, 0.74, -0.89], [-0.40, -2.33, 0.00], [-3.30, 1.23, -0.01], [-1.77, 1.24, -0.88], [-1.79, 1.26, 0.89]]}

---

Entry 3:
{"formula": "C3H7NOS", "method": "the ωB97M-V functional and the def2-TZVPD basis", "s2": 0.75, "homo_lumo_gap_ev": [9.86, 4.18], "multiplicity": 2, "relative_energy_kj_mol": 106.8, "charge": 1, "e_lumo_ev": [-4.157, -9.555], "species": ["O", "C", "N", "C", "C", "S", "H", "H", "H", "H", "H", "H", "H"], "coordinates": [[2.57, 2.22, 0.41], [1.95, 1.21, 0.49], [0.66, 1.05, -0.03], [0.22, -0.27, -0.40], [-1.28, -0.39, -0.09], [-1.84, -2.02, -0.68], [2.32, 0.31, 1.00], [0.13, 1.90, -0.13], [0.50, -0.51, -1.43], [0.73, -0.96, 0.28], [-1.53, -0.28, 0.95], [-1.89, 0.24, -0.76], [-2.54, -2.51, 0.37]]}

---

Entry 4:
{"formula": "C3H7NOS", "method": "the ωB97M-V functional and the def2-TZVPD basis", "s2": 0.76, "homo_lumo_gap_ev": [10.49, 4.91], "multiplicity": 2, "relative_energy_kj_mol": 159.2, "charge": 1, "e_lumo_ev": [-4.426, -9.395], "species": ["O", "C", "C", "C", "S", "N", "H", "H", "H", "H", "H", "H", "H"], "coordinates": [[-2.39, 0.13, 0.93], [-1.71, 0.47, -0.04], [-0.34, -0.17, -0.39], [0.86, 0.90, -0.11], [2.65, 0.27, -0.54], [-0.14, -1.38, 0.45], [-2.05, 1.37, -0.66], [-0.35, -0.39, -1.44], [0.79, 1.06, 0.95], [0.64, 1.84, -0.57], [2.91, -0.48, 0.54], [-0.94, -1.46, 1.02], [0.06, -2.16, -0.15]]}

---

Entry 5:
{"formula": "C3H7NOS2", "method": "the ωB97M-V functional and the def2-TZVPD basis", "homo_lumo_gap_ev": 8.92, "relative_energy_kj_mol": 125.6, "charge": 0, "e_lumo_ev": 0.268, "species": ["N", "C", "O", "C", "C", "S", "S", "H", "H", "H", "H", "H", "H", "H"], "coordinates": [[2.32, -1.95, 0.31], [1.13, -2.01, 1.08], [0.77, -3.08, 1.59], [0.42, -0.55, 1.33], [-0.09, -0.13, -0.03], [-0.63, 1.63, -0.01], [-1.64, 1.92, -1.87], [2.56, -2.78, -0.12], [3.09, -1.22, 0.45], [1.24, 0.06, 1.62], [-0.17, -0.66, 2.24], [0.46, -0.18, -0.91], [-0.99, -0.72, -0.25], [-1.00, 3.06, -2.13]]}

---

Entry 6:
{"formula": "C3H7NOS2", "method": "the ωB97M-V functional and the def2-TZVPD basis", "homo_lumo_gap_ev": 8.86, "relative_energy_kj_mol": 549.8, "charge": 0, "e_lumo_ev": -0.126, "species": ["C", "S", "C", "O", "N", "C", "S", "H", "H", "H", "H", "H", "H", "H"], "coordinates": [[1.85, -1.39, 0.30], [1.49, -0.27, -1.13], [0.75, 1.20, -0.20], [-0.65, 1.06, 0.43], [-1.67, 0.95, -0.57], [-2.35, -0.27, -0.23], [-3.98, -0.62, -0.46], [1.02, -1.36, 1.11], [2.90, -1.30, 0.96], [1.85, -2.47, 0.19], [1.49, 1.32, 0.80], [1.00, 2.23, -0.88], [-2.34, 1.85, -0.36], [-1.37, -0.92, 0.04]]}

---

Entry 7:
{"formula": "C3H7NOS2", "method": "the ωB97M-V functional and the def2-TZVPD basis", "s2": 2.02, "homo_lumo_gap_ev": [7.08, 7.56], "multiplicity": 3, "relative_energy_kj_mol": 106.0, "charge": 0, "e_lumo_ev": [0.608, -2.320], "species": ["C", "C", "C", "N", "O", "S", "S", "H", "H", "H", "H", "H", "H", "H"], "coordinates": [[-1.26, 1.19, -1.08], [0.49, 0.35, 0.78], [1.71, 0.08, 1.57], [-0.24, -1.55, -1.19], [-2.26, -1.05, 0.10], [0.42, 1.49, -0.41], [-1.62, -0.97, -1.24], [-2.14, 1.35, -0.35], [-1.33, 1.63, -2.15], [-0.40, -0.25, 0.77], [2.16, -0.95, 1.16], [1.70, -0.04, 2.63], [2.45, 0.80, 1.30], [0.32, -2.06, -1.90]]}

---

Entry 8:
{"formula": "C3H7NS", "method": "the ωB97M-V functional and the def2-TZVPD basis", "homo_lumo_gap_ev": 7.77, "relative_energy_kj_mol": 413.6, "charge": 0, "e_lumo_ev": -0.667, "species": ["C", "C", "C", "H", "H", "H", "H", "H", "H", "H", "N", "S"], "coordinates": [[1.86, -0.93, -0.30], [1.34, 0.23, 0.58], [0.50, 1.18, -0.09], [2.09, -0.36, -1.24], [0.92, -1.73, -0.59], [2.92, -1.33, 0.17], [2.08, 0.90, 1.20], [0.71, -0.13, 1.39], [0.97, 2.08, -0.61], [-3.09, 0.26, 0.77], [-0.73, 0.84, -0.43], [-1.48, -0.53, 0.05]]}

---

Entry 9:
{"formula": "C3H7NS", "method": "the ωB97M-V functional and the def2-TZVPD basis", "homo_lumo_gap_ev": 9.63, "relative_energy_kj_mol": 410.8, "charge": 0, "e_lumo_ev": 0.526, "species": ["C", "C", "C", "H", "H", "H", "H", "H", "H", "H", "N", "S"], "coordinates": [[1.39, 0.36, -0.23], [0.02, 0.13, 0.24], [-1.04, 1.14, -0.04], [2.36, -1.41, -0.44], [2.76, -0.70, 1.12], [1.72, 1.60, -0.13], [1.30, 0.47, -1.30], [0.25, 0.44, 1.25], [-1.14, 1.92, 1.10], [-0.82, 1.41, -1.05], [2.53, -0.45, 0.03], [-1.65, -0.65, -0.04]]}

---

Entry 10:
{"formula": "C3H7NS2", "method": "the ωB97M-V functional and the def2-TZVPD basis", "homo_lumo_gap_ev": 8.89, "relative_energy_kj_mol": 186.6, "charge": 0, "e_lumo_ev": 0.216, "species": ["C", "C", "N", "C", "H", "H", "H", "H", "H", "S", "S", "H", "H"], "coordinates": [[-1.05, -0.58, -2.27], [-0.34, -1.26, -1.37], [-0.77, -1.49, -0.07], [-1.09, -0.58, 0.74], [-1.98, -0.11, -1.98], [-0.68, -0.50, -3.28], [0.59, -1.74, -1.65], [-1.73, -0.84, 1.58], [-0.67, 0.43, 0.69], [1.21, 1.28, 2.69], [1.73, 2.01, 0.82], [2.20, 0.39, 2.86], [2.56, 2.98, 1.23]]}

---

Entry 11:
{"formula": "C3H7NS3", "method": "the ωB97M-V functional and the def2-TZVPD basis", "homo_lumo_gap_ev": 7.24, "relative_energy_kj_mol": 278.7, "charge": 0, "e_lumo_ev": -1.033, "species": ["C", "S", "N", "C", "S", "S", "C", "H", "H", "H", "H", "H", "H", "H"], "coordinates": [[-0.88, 1.55, 1.23], [-0.48, 1.17, -0.51], [-0.73, -0.53, -0.55], [-1.79, -1.29, -0.32], [-3.18, -0.50, 0.05], [1.13, -1.66, -0.71], [2.40, -0.53, -0.86], [-1.52, 0.71, 1.47], [-1.46, 2.44, 1.15], [0.03, 1.62, 1.80], [-1.59, -2.33, -0.15], [2.34, 0.39, -0.10], [2.38, -0.06, -1.87], [3.36, -0.99, -0.63]]}

---

Entry 12:
{"formula": "C3H7NS4", "method": "the ωB97M-V functional and the def2-TZVPD basis", "homo_lumo_gap_ev": 8.52, "relative_energy_kj_mol": 131.5, "charge": 0, "e_lumo_ev": 0.356, "species": ["S", "C", "S", "N", "S", "C", "C", "S", "H", "H", "H", "H", "H", "H", "H"], "coordinates": [[-1.76, -1.84, -0.69], [-1.49, -0.33, -0.12], [-2.72, 0.44, 0.91], [-0.57, 0.50, -0.53], [-0.63, 2.16, -0.19], [0.85, 0.14, -1.05], [1.80, -0.17, 0.09], [0.84, -1.01, 1.41], [-3.41, -0.65, 1.04], [-0.98, 2.27, 1.16], [1.06, 0.98, -1.60], [0.73, -0.65, -1.80], [2.61, -0.64, -0.38], [2.11, 0.82, 0.46], [1.56, -2.02, 1.28]]}

---

Entry 13:
{"formula": "C3H7NSi", "method": "the ωB97M-V functional and the def2-TZVPD basis", "homo_lumo_gap_ev": [7.27, 7.26], "relative_energy_kj_mol": 498.9, "charge": 0, "e_lumo_ev": [-0.274, 0.201], "species": ["C", "C", "C", "N", "Si", "H", "H", "H", "H", "H", "H", "H"], "coordinates": [[-1.79, -0.69, -0.63], [-1.62, -0.19, 0.57], [2.06, -0.51, 0.22], [2.85, 0.07, -0.46], [-0.47, 1.35, 0.63], [-2.38, -1.63, -0.92], [-1.21, -0.28, -1.51], [-2.07, -0.73, 1.40], [2.05, -1.45, 0.74], [3.89, -0.05, -0.80], [-0.99, 2.36, 1.55], [-0.31, 1.74, -0.79]]}

---

Entry 14:
{"formula": "C3H7NSi", "method": "the ωB97M-V functional and the def2-TZVPD basis", "homo_lumo_gap_ev": 9.05, "relative_energy_kj_mol": 230.5, "charge": 0, "e_lumo_ev": -0.449, "species": ["C", "C", "C", "N", "Si", "H", "H", "H", "H", "H", "H", "H"], "coordinates": [[-1.99, -0.11, 0.54], [1.08, -1.93, 0.27], [0.42, 1.73, -0.17], [-2.85, -0.39, 1.23], [-0.47, 0.07, -0.58], [0.86, -2.70, -0.34], [2.01, -1.52, 0.03], [0.72, -1.95, 1.23], [0.93, 1.71, 0.67], [0.95, 2.17, -1.04], [-0.42, 2.53, -0.01], [-1.23, 0.39, -1.83]]}

---

Entry 15:
{"formula": "C3H7O", "method": "the ωB97M-V functional and the def2-TZVPD basis", "homo_lumo_gap_ev": [7.87, 7.89], "relative_energy_kj_mol": 472.1, "charge": 1, "e_lumo_ev": [-6.388, -6.481], "species": ["C", "C", "C", "O", "H", "H", "H", "H", "H", "H", "H"], "coordinates": [[2.02, 0.39, -0.35], [-1.63, 0.29, 0.29], [0.46, -1.05, 0.32], [1.20, 0.03, 0.53], [2.62, 1.39, -0.47], [2.30, -0.25, -1.19], [-2.24, -0.10, -0.38], [-1.88, 0.11, 1.35], [-1.19, 1.22, -0.08], [0.72, -1.58, -0.58], [0.00, -1.71, 1.00]]}

---

Entry 16:
{"formula": "C3H7O", "method": "the ωB97M-V functional and the def2-TZVPD basis", "homo_lumo_gap_ev": 12.77, "relative_energy_kj_mol": 227.5, "charge": 1, "e_lumo_ev": -4.830, "species": ["C", "C", "C", "O", "H", "H", "H", "H", "H", "H", "H"], "coordinates": [[-0.20, 0.48, 1.07], [1.03, 0.70, 0.29], [-0.67, -0.82, -1.08], [0.05, -0.69, 0.28], [0.20, 0.40, 2.04], [-1.21, 0.99, 1.01], [1.02, 0.92, -0.83], [1.96, 0.53, 0.87], [-1.37, -1.62, -0.87], [-1.00, 0.22, -1.21], [0.19, -1.12, -1.57]]}

---

Entry 17:
{"formula": "C3H7O2", "method": "the ωB97M-V functional and the def2-TZVPD basis", "homo_lumo_gap_ev": 7.51, "relative_energy_kj_mol": 194.4, "charge": -1, "e_lumo_ev": 4.559, "species": ["C", "O", "C", "C", "O", "H", "H", "H", "H", "H", "H", "H"], "coordinates": [[-1.82, 0.32, 0.12], [-0.63, -0.11, 0.66], [0.64, 0.45, -0.17], [1.61, -0.71, 0.08], [0.98, 1.62, 0.15], [-2.52, -0.53, 0.00], [-2.35, 1.00, 0.81], [-1.69, 0.78, -0.86], [0.17, 0.30, -1.19], [1.09, -1.66, 0.03], [2.11, -0.68, 1.04], [2.41, -0.77, -0.67]]}

---

Entry 18:
{"formula": "C3H7O2", "method": "the ωB97M-V functional and the def2-TZVPD basis", "homo_lumo_gap_ev": 6.57, "relative_energy_kj_mol": 342.1, "charge": -1, "e_lumo_ev": 4.020, "species": ["C", "O", "H", "H", "H", "C", "C", "O", "H", "H", "H", "H"], "coordinates": [[1.18, 1.11, -0.61], [2.24, 1.06, -1.17], [0.15, 1.18, -0.97], [1.22, 0.90, 0.48], [-0.36, -0.28, -4.22], [-1.88, -0.36, 0.10], [-0.84, -0.78, 0.89], [-0.71, -1.04, 2.10], [-1.79, -0.12, -0.95], [-2.79, -0.14, 0.67], [0.14, -1.05, 0.31], [0.04, -0.58, -4.76]]}

---

Entry 19:
{"formula": "C3H7O2", "method": "the ωB97M-V functional and the def2-TZVPD basis", "homo_lumo_gap_ev": 9.18, "relative_energy_kj_mol": 118.4, "charge": 1, "e_lumo_ev": -5.805, "species": ["C", "C", "C", "O", "O", "H", "H", "H", "H", "H", "H", "H"], "coordinates": [[-1.08, -0.81, 2.10], [-0.19, 0.40, -1.51], [1.24, 0.43, -1.08], [1.69, 0.32, 0.09], [-0.55, -0.04, 1.36], [-2.00, -0.60, 2.59], [-0.84, -1.85, 2.13], [-0.11, 0.20, -2.50], [-0.62, 1.37, -1.29], [-0.63, -0.45, -0.95], [1.88, 0.64, -1.85], [1.21, 0.41, 0.90]]}

---

Entry 20:
{"formula": "C3H7O2PS2", "method": "the ωB97M-V functional and the def2-TZVPD basis", "homo_lumo_gap_ev": [6.43, 6.51], "relative_energy_kj_mol": 228.6, "charge": 0, "e_lumo_ev": [-1.457, -1.426], "species": ["C", "C", "C", "O", "O", "P", "S", "S", "H", "H", "H", "H", "H", "H", "H"], "coordinates": [[0.60, -0.02, -1.90], [-0.07, 1.25, -1.52], [-1.86, -1.60, 0.92], [1.53, -0.07, -2.61], [-1.08, -1.09, -0.14], [0.21, -1.62, -0.88], [2.16, -0.21, 0.60], [4.26, -0.27, 0.91], [0.31, 1.38, -0.44], [0.17, 2.01, -2.27], [-1.20, 1.27, -1.52], [-1.25, -2.37, 1.43], [-2.73, -1.97, 0.41], [-1.94, -0.67, 1.52], [4.41, -1.20, 1.92]]}